1.
This record from the OMol25 dataset describes the molecule C5H8N2 at a distorted geometry. The level of theory is wB97M-V/def2-TZVPD.

Output
* calculated total energy: -304.735404 Ha
* gap between HOMO and LUMO: 9.1 eV
* SMILES: N[C@@H]1C=NC=CC1
* LUMO: 0.0232 Ha
* energy above the lowest of the compared OMol25 structures with the same formula, charge and spin: 62.8 kcal per mole
* HOMO level: -0.3119 hartree

```
! RIJCOSX wB97M-V def2-TZVPD def2/J DEFGRID3
* xyz 0 1
N 1.665 0.183 0.827
C 0.912 0.188 -0.414
C -0.138 1.333 -0.457
N -1.052 1.572 0.398
C -1.681 0.186 0.367
C -1.145 -1.019 0.186
C 0.143 -1.127 -0.570
H 1.045 0.028 1.616
H 2.135 1.071 0.967
H 1.625 0.326 -1.232
H 0.153 2.176 -1.089
H -2.674 0.283 0.786
H -1.682 -1.924 0.430
H -0.065 -1.331 -1.626
H 0.758 -1.945 -0.191
*
```


2.
This record from the OMol25 dataset describes the ion C17H18F13N2 with charge +1 at a distorted geometry. The level of theory is wB97M-V/def2-TZVPD.

Output
* calculated total energy: -2065.516965 Ha
* gap between HOMO and LUMO: 7.9 eV
* SMILES: CCCCCc1ccc(CCC(F)(F)C(F)(F)C(F)(F)C(F)(F)C(F)(F)C(F)(F)F)[nH+]n1
* LUMO: -0.2014 Ha
* HOMO level: -0.4921 hartree

```
! RIJCOSX wB97M-V def2-TZVPD def2/J DEFGRID3
* xyz 1 1
C -1.748 -7.024 3.878
C -0.859 -7.200 2.473
C -1.781 -6.569 1.274
C -0.953 -6.114 -0.072
C -1.691 -4.781 -0.666
C -0.716 -3.422 -0.686
C 0.515 -3.295 0.441
C 1.406 -1.886 0.293
C 0.914 -0.848 -0.923
C 1.694 0.588 -1.250
C 0.554 1.764 -1.181
C 1.173 3.302 -1.406
F 2.165 3.171 -2.503
F 1.934 3.574 -0.129
C -0.039 4.367 -1.688
F -0.984 4.272 -0.552
F -0.792 3.821 -2.881
C 0.416 5.874 -2.110
F -0.832 6.598 -2.559
F 1.292 5.849 -3.341
C 1.229 6.734 -0.985
F 1.311 8.143 -1.532
F 2.675 6.324 -0.829
C 0.470 6.886 0.468
F -1.023 7.073 0.335
F 0.662 5.743 1.390
C 0.978 8.235 1.317
F 0.082 9.375 1.018
F 0.776 7.879 2.771
F 2.424 8.513 1.163
N -0.262 -1.281 -1.766
N -1.045 -2.393 -1.711
H -1.022 -7.181 4.785
H -2.191 -5.932 3.867
H -2.664 -7.757 3.852
H 0.198 -6.707 2.586
H -0.765 -8.370 2.289
H -2.335 -5.609 1.704
H -2.638 -7.316 0.952
H 0.206 -6.037 0.062
H -1.131 -6.984 -0.870
H -2.744 -4.544 -0.190
H -1.909 -5.000 -1.820
H 0.738 -4.115 1.245
H 2.341 -1.650 0.988
H 2.632 0.761 -0.572
H 2.038 0.515 -2.388
H -0.302 1.499 -1.932
H 0.114 1.739 -0.075
H -0.513 -0.585 -2.536
*
```